117
Properties=species:S:1:pos:R:3:forces:R:3 method="wB97M-V/def2-TZVPD" energy_ev=-178423.1928 smiles="CCOCCOCCOCc1c(F)ccc2c1C(=O)NC2=O.O=S1(=O)OCCO1.O=S1(=O)OCCO1.O=S1(=O)OCCO1.O=S1(=O)OCCO1.O=S1(=O)OCCO1.O=S1(=O)OCCO1.O=S1(=O)OCCO1" homo_lumo_gap_ha=0.279 homo_ev=-9.288
C -4.3345 -0.2974 -3.4218 -0.73 0.45 -1.10
C -2.9068 0.3631 -3.6625 -1.13 1.77 0.95
O -1.7649 -0.4715 -3.8486 -0.73 -0.79 0.13
C -1.8792 -1.8454 -3.4644 0.80 -1.81 -0.28
C -1.8094 -2.1778 -1.8916 0.35 -1.45 -0.13
O -2.4137 -1.2184 -0.9986 1.55 0.53 -0.35
C -1.4937 -0.1673 -0.6110 0.12 1.23 0.26
C -0.3800 -0.6128 0.4616 -1.14 -0.37 0.36
O 0.9491 -0.8050 -0.1041 -0.32 0.95 1.63
C 1.9827 -0.1976 0.7075 0.87 0.33 -0.57
C 2.3717 1.1968 -0.0136 1.04 2.14 -0.97
C 2.1802 2.6166 0.6392 1.41 -0.47 -3.50
F 1.6426 2.7144 1.9628 1.30 -0.15 -3.21
C 2.5828 3.9229 -0.1646 0.23 -2.65 -1.24
C 3.1580 3.8654 -1.6372 -0.85 -3.83 2.16
C 3.3435 2.4431 -2.2524 -1.08 -0.73 2.97
C 2.9760 1.1501 -1.4502 0.01 3.55 0.22
C 3.3550 -0.0607 -2.4158 -0.20 -2.29 1.29
O 3.3099 -1.2906 -2.1467 0.15 4.76 -1.14
N 3.8409 0.4554 -3.7276 -1.73 1.28 2.13
C 3.8792 1.9539 -3.6739 0.26 1.68 -1.90
O 4.2611 2.6601 -4.6426 -1.60 -2.80 3.97
H -4.7441 -0.6396 -4.4546 0.72 0.24 2.12
H -5.0580 0.5531 -3.0932 1.33 -1.35 -0.40
H -4.3924 -1.1267 -2.6378 0.31 1.27 -1.15
H -2.6952 1.0714 -2.7607 -0.26 -1.17 -1.36
H -2.9934 1.0807 -4.5758 0.22 -1.37 1.32
H -2.7531 -2.4324 -3.9616 1.12 1.48 0.87
H -0.9364 -2.3672 -3.9129 -1.56 1.01 0.75
H -2.3645 -3.1849 -1.7316 0.87 1.88 -0.30
H -0.7093 -2.3999 -1.5846 -1.72 0.63 -0.46
H -1.0017 0.3660 -1.5205 -0.62 -1.19 1.40
H -2.1377 0.6561 -0.1024 0.90 -1.56 -0.80
H -0.3853 0.1879 1.3043 0.24 -1.33 -1.41
H -0.7065 -1.6317 0.9182 0.41 1.74 -0.65
H 2.8835 -0.9311 0.7144 -1.41 1.46 -0.26
H 1.6978 -0.0323 1.8041 0.14 -0.10 -1.63
H 2.4371 4.9382 0.3523 0.24 -1.81 -0.94
H 3.4498 4.7936 -2.2348 -0.56 -1.48 1.17
H 3.1808 0.0781 -4.4410 1.06 0.49 0.26
C -1.5407 -5.0543 2.0631 -0.41 0.43 0.31
C -2.6276 -6.1185 2.0535 0.35 -0.23 0.58
O -2.8729 -6.3841 0.6721 0.60 0.52 -0.59
S -1.4907 -6.1896 -0.1582 0.01 -0.18 0.25
O -0.8896 -7.4783 -0.3401 -0.35 1.14 -0.14
O -1.7381 -5.2858 -1.2423 0.19 -1.00 0.61
O -0.6611 -5.4009 0.9925 -0.38 -0.72 -0.55
H -1.9567 -4.0640 1.8551 -0.02 -0.05 0.06
H -0.9981 -5.0278 3.0089 0.04 -0.13 -0.32
H -3.5395 -5.7863 2.5500 0.01 -0.02 -0.30
H -2.2774 -7.0447 2.5189 -0.02 0.09 0.05
C 1.1749 -4.7596 7.5077 0.19 -0.66 0.13
C 2.0459 -4.8761 6.2658 0.49 0.39 0.39
O 1.1343 -4.8258 5.1683 -0.98 0.14 0.25
S -0.1229 -3.8788 5.5672 0.41 0.13 0.37
O 0.1114 -2.5714 5.0269 -0.56 -0.99 0.31
O -1.3328 -4.6120 5.3356 0.80 0.66 -0.13
O 0.1519 -3.8237 7.1653 0.02 0.21 -1.00
H 0.6972 -5.7143 7.7460 0.07 0.04 0.00
H 1.7370 -4.4096 8.3745 -0.20 0.17 -0.13
H 2.6214 -5.8020 6.2465 -0.24 0.03 -0.20
H 2.7262 -4.0237 6.1794 0.00 -0.08 0.06
C -1.9093 -1.1581 -8.3828 0.26 0.21 -0.51
C -2.3084 0.3066 -8.2644 0.36 -0.07 0.46
O -3.7240 0.3226 -8.4437 0.83 -5.38 0.46
S -4.3445 -1.0567 -7.8550 0.63 0.26 -0.54
O -4.8230 -0.8005 -6.5254 0.03 -0.40 -1.11
O -5.1552 -1.6605 -8.8703 0.29 0.50 1.02
O -2.9530 -1.8874 -7.7393 -0.59 0.34 0.37
H -1.8688 -1.4728 -9.4296 0.03 0.06 0.05
H -0.9504 -1.3645 -7.9051 -0.24 -0.11 0.13
H -1.8195 0.9328 -9.0112 -0.32 -0.03 -0.03
H -2.0899 0.6952 -7.2647 0.08 -0.02 -0.05
C -0.2566 2.9261 5.3880 -0.29 0.15 -0.46
C 0.7541 4.0131 5.0497 0.39 -0.46 -0.08
O 0.5310 5.0410 6.0141 -0.67 -0.24 0.44
S 0.0436 4.3629 7.4084 0.52 -0.27 0.29
O 1.1820 4.2378 8.2696 -2.08 -2.51 -3.56
O -1.1742 4.9967 7.8183 1.05 -0.34 -0.18
O -0.3120 2.8912 6.8132 0.32 0.53 0.04
H -1.2521 3.1830 5.0142 0.07 -0.01 -0.05
H 0.0379 1.9520 4.9943 0.00 0.05 0.26
H 0.6255 4.3999 4.0383 -0.07 0.16 0.22
H 1.7793 3.6509 5.1728 -0.06 -0.04 -0.08
C -4.9784 4.5434 -6.1896 -0.47 0.39 0.22
C -6.0603 3.4734 -6.2142 0.34 -0.30 0.53
O -6.2996 3.2197 -7.5984 0.63 0.51 -0.49
S -4.9161 3.4288 -8.4229 -0.13 0.23 -0.24
O -4.3056 2.1361 -8.6125 -1.60 5.34 -0.40
O -5.1645 4.3407 -9.5006 0.13 -0.83 0.70
O -4.0936 4.2109 -7.2597 -0.35 -0.66 -0.32
H -5.3977 5.5337 -6.3894 0.00 -0.06 0.06
H -4.4391 4.5629 -5.2414 0.12 -0.09 -0.23
H -6.9761 3.7962 -5.7182 -0.01 -0.03 -0.30
H -5.7072 2.5440 -5.7565 -0.02 0.07 0.05
C 6.3480 -3.3231 -3.3581 0.09 0.64 0.11
C 5.3765 -2.8542 -4.4304 -0.54 -0.13 0.47
O 5.9480 -3.2890 -5.6648 0.84 -0.52 0.15
S 6.7527 -4.6773 -5.4152 -0.14 0.01 -0.01
O 5.8976 -5.7661 -5.7881 0.92 0.69 0.22
O 8.0843 -4.5260 -5.9212 -1.08 -0.26 0.17
O 6.8023 -4.6051 -3.7938 -0.32 -0.14 -0.82
H 7.2146 -2.6587 -3.2928 -0.07 0.01 0.00
H 5.8750 -3.3989 -2.3781 0.05 -0.22 -0.16
H 5.2444 -1.7719 -4.4271 0.16 -0.13 -0.19
H 4.4023 -3.3395 -4.3193 0.05 0.08 0.10
C 3.3072 5.9166 12.4235 0.17 0.54 0.03
C 2.0056 6.4295 13.0239 0.11 -0.35 0.47
O 1.0628 6.3896 11.9545 0.41 -0.28 -0.42
S 1.4289 5.1468 10.9702 -0.05 0.39 -0.42
O 0.6005 4.0322 11.3279 0.68 0.76 -0.49
O 1.5295 5.6404 9.6310 0.48 2.08 4.18
O 2.9265 4.8663 11.5348 -0.77 -0.03 0.12
H 3.8054 6.6946 11.8379 -0.02 0.00 0.08
H 3.9926 5.5412 13.1848 -0.12 -0.17 -0.18
H 2.0992 7.4424 13.4168 -0.15 -0.04 -0.24
H 1.6474 5.7643 13.8155 0.10 0.06 0.02